# 1
Computed, not measured: C5H9P in the gas phase in a non-equilibrium geometry, with ωB97M-V/def2-TZVPD.

Geometry (Å):
C -2.137 -0.821 0.847
P -0.985 -1.321 -0.624
C 0.561 0.141 -0.406
C 0.502 1.531 -0.970
C 1.956 -0.407 -0.453
C 1.514 -0.057 0.746
H -3.018 -1.457 1.225
H -2.670 0.003 0.537
H -1.449 -0.706 1.715
H -0.217 -2.227 -0.033
H -0.077 2.224 -0.266
H 0.015 1.672 -1.902
H 1.578 1.903 -1.179
H 2.857 -0.480 -1.077
H 1.572 0.002 1.841

Cartesian forces, eV/Å:
C 1.13 -2.90 1.16
P -0.72 3.42 -0.64
C -0.60 -1.93 -0.18
C 0.11 1.93 1.05
C 0.31 0.66 1.86
C 0.04 -1.05 -1.12
H 1.66 -0.02 -0.98
H -0.54 2.47 -0.47
H -0.79 0.55 -0.46
H 1.19 -1.44 1.23
H 1.10 -0.62 -0.76
H -0.69 -0.44 -1.00
H -1.73 -0.35 0.80
H -0.74 -0.47 0.33
H 0.26 0.18 -0.82

Properties
total energy	-14615.191	eV
Kohn-Sham gap	9.10	eV
ΔE to the lowest compared entry with this formula, charge and spin	301.8	kJ/mol

---

# 2
Computed, not measured: 2 unconnected molecules or ions with the total composition C4H14N2Si in a non-equilibrium geometry, with ωB97M-V/def2-TZVPD.

Geometry (Å):
C 1.724 -1.220 -0.044
C 1.246 1.081 -0.877
C 0.550 0.437 1.423
C 0.716 -0.064 -0.015
N -2.607 1.890 0.002
N -1.645 -1.914 0.261
Si -0.960 -0.664 -0.694
H 2.692 -0.883 0.327
H 1.391 -2.044 0.583
H 1.867 -1.593 -1.058
H 0.556 1.923 -0.868
H 1.391 0.768 -1.910
H 2.206 1.427 -0.493
H 0.237 -0.366 2.087
H 1.496 0.827 1.793
H -0.201 1.224 1.461
H -3.385 1.683 -0.626
H -2.029 2.562 -0.506
H -1.615 -1.800 1.266
H -2.543 -2.285 -0.004
H -1.087 -0.990 -2.108

Cartesian forces, eV/Å:
C -0.09 0.06 -0.01
C -0.25 -0.11 -0.02
C -0.27 -0.13 -0.29
C 0.25 -0.45 -0.13
N -0.21 0.38 0.52
N 0.08 -0.39 0.46
Si -0.24 1.07 0.23
H 0.20 0.05 0.09
H 0.00 -0.13 0.02
H 0.03 -0.06 -0.04
H -0.03 0.14 -0.05
H 0.02 0.00 -0.15
H 0.11 0.02 0.06
H -0.03 -0.07 0.14
H 0.15 0.06 0.06
H -0.04 0.11 0.13
H -0.05 0.02 -0.15
H -0.02 0.06 -0.16
H 0.01 -0.04 -0.09
H -0.03 -0.09 -0.08
H 0.41 -0.51 -0.55

Properties
total energy	-15229.824	eV
Kohn-Sham gap (spin up / spin down)	6.54 / 8.79	eV
ΔE to the lowest compared entry with this formula, charge and spin	0.0	kJ/mol
⟨S²⟩	2.005
multiplicity	3

---

# 3
Computed, not measured: 10 unconnected molecules or ions with the total composition H20O10 in a non-equilibrium geometry, with ωB97M-V/def2-TZVPD.

Geometry (Å):
O -0.153 0.164 0.315
H 0.786 0.306 0.151
H -0.369 0.799 1.008
O 3.579 -1.935 -1.858
H 2.628 -1.861 -1.718
H 3.820 -1.100 -2.275
O -3.211 1.083 -2.395
H -2.869 1.970 -2.554
H -4.161 1.169 -2.533
O -3.450 -2.974 -0.059
H -3.704 -2.051 -0.172
H -3.348 -3.075 0.894
O -1.088 2.327 -1.733
H -0.868 1.786 -0.967
H -0.846 1.777 -2.487
O -1.388 -1.151 1.841
H -0.798 -0.995 2.586
H -2.189 -0.665 2.070
O -0.544 2.589 3.138
H -1.506 2.639 3.100
H -0.369 2.007 3.886
O 4.544 -1.579 0.924
H 4.288 -2.475 0.678
H 4.653 -1.621 1.881
O 4.192 1.717 -0.753
H 4.622 2.308 -1.382
H 3.528 2.270 -0.326
O -1.977 -1.429 -0.153
H -1.870 -1.519 -1.106
H -1.933 -0.478 -0.001

Cartesian forces, eV/Å:
O 1.32 1.53 -0.64
H 0.13 0.08 -0.09
H 0.19 -0.04 0.27
O -0.23 -0.03 -0.21
H 0.09 -0.04 0.01
H 0.09 -0.02 0.20
O -0.75 -0.09 -0.27
H 0.13 -0.04 0.36
H 0.03 -0.22 -0.05
O -2.64 -2.29 0.20
H 0.30 -0.44 0.08
H 0.16 0.03 -0.23
O 0.57 0.51 -0.18
H -0.01 -0.26 0.00
H 0.10 -0.03 0.14
O 0.01 -0.04 3.15
H 0.00 -0.03 0.23
H -0.13 -0.21 0.22
O -0.13 -0.29 -0.07
H 0.05 0.12 0.00
H 0.07 0.09 0.00
O -0.05 -0.09 0.36
H 0.02 0.13 -0.24
H 0.05 0.04 -0.07
O -0.10 0.14 -0.11
H 0.00 -0.06 0.05
H 0.07 -0.05 0.00
O 0.36 1.91 -2.47
H -0.22 0.01 -0.11
H 0.55 -0.33 -0.53

Properties
total energy	-20796.719	eV
Kohn-Sham gap	8.81	eV
ΔE to the lowest compared entry with this formula, charge and spin	568.6	kJ/mol

---

# 4
Computed, not measured: 3 unconnected molecules or ions with the total composition H4IO2, with ωB97M-V/def2-TZVPD.

Geometry (Å):
I 1.523 -0.140 0.500
O -0.811 2.308 1.936
H -0.758 3.131 1.442
H 0.036 1.858 1.742
O -0.215 -2.664 -1.694
H 0.468 -2.085 -1.305
H -0.242 -2.408 -2.621

Cartesian forces, eV/Å:
I 0.09 0.03 -0.08
O 0.30 0.16 0.12
H 0.04 -0.09 -0.04
H -0.39 -0.16 -0.12
O 0.24 -0.01 -0.16
H -0.29 0.01 0.19
H 0.02 0.05 0.07

Properties
total energy	-12263.484	eV
net charge	-1
Kohn-Sham gap	7.53	eV
ΔE to the lowest compared entry with this formula, charge and spin	18.1	kJ/mol

---

# 5
Computed, not measured: 2 unconnected molecules or ions with the total composition C4H11N3O2 in a non-equilibrium geometry, with ωB97M-V/def2-TZVPD.

Geometry (Å):
H 0.746 -0.688 -0.242
N 0.639 -1.447 0.394
C -0.173 -1.335 1.348
N -0.172 -1.943 2.606
N -1.257 -0.408 1.262
C -2.416 -0.581 0.374
H -1.060 -2.449 2.681
H 0.539 -2.606 2.858
H -1.584 0.054 2.123
H -2.743 -1.674 0.436
H -1.986 -0.345 -0.629
H -3.276 -0.080 0.827
C 1.789 0.889 -2.201
C 1.191 2.142 -1.598
O 0.128 2.634 -1.837
O 2.113 2.667 -0.751
H 2.668 0.575 -1.539
H 2.073 1.093 -3.235
H 1.083 0.030 -2.475
H 1.699 3.472 -0.402

Cartesian forces, eV/Å:
H -0.86 0.51 -0.45
N 1.66 -1.83 1.05
C -1.38 2.12 -0.36
N -1.01 -0.99 -0.33
N -0.76 1.07 1.61
C 1.44 -2.29 -0.01
H 0.22 0.52 0.44
H 0.74 0.05 -0.53
H 0.87 -0.92 -0.35
H 0.37 1.06 -0.60
H -1.63 0.06 0.38
H 0.36 0.67 -0.86
C 0.05 -1.52 -0.09
C 0.65 -1.07 -0.37
O -0.14 0.21 0.15
O -0.70 0.42 0.01
H -1.26 0.14 -1.33
H 0.69 0.53 0.22
H 0.53 1.20 1.30
H 0.16 0.08 0.10

Properties
total energy	-12890.970	eV
Kohn-Sham gap	9.57	eV
ΔE to the lowest compared entry with this formula, charge and spin	179.5	kJ/mol

---

# 6
Computed, not measured: 2 unconnected molecules or ions with the total composition C16H31FNO2, with ωB97M-V/def2-TZVPD.

Geometry (Å):
O -5.404 2.088 -1.433
C -5.252 0.909 -1.460
C -6.173 -0.174 -2.004
C -5.638 -1.401 -1.268
C -4.155 -1.086 -1.338
C -3.186 -1.862 -0.484
C -1.739 -1.700 -0.947
C -1.413 -2.566 -2.146
F -0.344 -2.013 -2.846
O -4.130 0.311 -0.947
H -5.987 -0.244 -3.079
H -7.211 0.082 -1.820
H -5.937 -2.386 -1.614
H -5.925 -1.278 -0.218
H -3.836 -1.095 -2.390
H -3.286 -1.522 0.548
H -3.477 -2.917 -0.500
H -1.062 -1.962 -0.129
H -1.560 -0.655 -1.212
H -2.246 -2.643 -2.846
H -1.113 -3.570 -1.845
C 3.718 3.546 2.396
C 3.491 2.193 3.072
C 3.769 0.952 2.230
N 2.665 0.450 1.318
C 3.243 -0.715 0.538
C 2.340 -1.213 -0.574
C 1.977 -0.080 -1.522
C 1.315 1.045 -0.738
C 2.209 1.546 0.384
C 1.520 -0.028 2.147
H 2.893 3.858 1.757
H 3.838 4.318 3.155
H 4.628 3.537 1.794
H 2.502 2.147 3.532
H 4.193 2.114 3.904
H 3.992 0.103 2.877
H 4.634 1.122 1.589
H 4.187 -0.359 0.124
H 3.460 -1.490 1.273
H 2.874 -2.008 -1.096
H 1.435 -1.671 -0.167
H 1.312 -0.439 -2.304
H 2.881 0.297 -2.011
H 0.353 0.713 -0.339
H 1.099 1.898 -1.381
H 1.691 2.275 1.001
H 3.116 2.003 -0.014
H 1.101 0.807 2.698
H 1.882 -0.787 2.836
H 0.757 -0.451 1.502

Cartesian forces, eV/Å:
O -0.06 0.12 0.01
C 0.05 -0.06 0.05
C 0.12 -0.02 0.13
C 0.05 0.38 0.37
C 0.02 0.23 -0.23
C -0.11 -0.14 0.17
C -0.01 0.02 0.07
C -0.08 -0.04 0.04
F 0.24 0.04 -0.05
O 0.12 -0.03 -0.28
H -0.16 -0.01 -0.03
H -0.02 0.01 -0.06
H 0.03 0.05 -0.24
H -0.08 -0.36 0.03
H 0.03 -0.24 0.05
H -0.07 -0.02 0.00
H 0.04 -0.02 0.01
H 0.05 0.07 0.02
H -0.02 0.00 -0.01
H -0.04 0.04 0.01
H -0.06 -0.06 -0.02
C 0.00 -0.01 0.01
C 0.00 0.04 -0.01
C -0.03 -0.03 0.02
N -0.02 -0.02 0.06
C 0.00 -0.01 0.02
C -0.04 0.03 -0.01
C -0.02 0.05 -0.04
C 0.01 -0.03 0.00
C -0.04 -0.01 -0.01
C -0.01 0.00 -0.05
H 0.01 -0.01 -0.01
H 0.00 0.00 0.00
H 0.01 0.01 0.01
H 0.01 0.00 0.01
H -0.01 -0.02 0.01
H 0.03 0.00 -0.01
H -0.02 0.01 -0.02
H -0.01 0.02 -0.02
H 0.04 0.01 -0.01
H 0.02 0.00 0.02
H 0.00 -0.01 -0.01
H 0.00 -0.01 0.01
H 0.01 -0.01 0.00
H 0.00 0.01 -0.01
H 0.01 0.01 0.01
H 0.05 0.03 0.00
H 0.01 -0.02 -0.01
H 0.00 0.00 0.00
H 0.00 0.00 0.00
H 0.00 0.00 0.00

Properties
total energy	-25392.113	eV
net charge	+1
Kohn-Sham gap	9.82	eV
ΔE to the lowest compared entry with this formula, charge and spin	0.0	kJ/mol